13
Properties=species:S:1:pos:R:3:mulliken_spin:R:1 method="wB97M-V/def2-TZVPD" charge=-1 relative_energy_kcal_mol=12.3 mol_weight_g_mol=106.08 total_energy_ha=-418.8096 spin_multiplicity=2 orbital_gap_ev="6.784 / 7.072"
C 1.89 -1.83 -0.08 0.8779
C 0.94 -0.80 0.46 -0.0803
O 0.62 0.20 -0.41 0.0146
H 2.30 -2.59 0.59 0.0098
H 2.01 -1.93 -1.16 0.0288
H 1.36 -0.42 1.42 0.0555
H 0.03 -1.38 0.80 0.0914
C -1.34 1.38 -0.16 0.0004
O -1.36 1.77 1.01 -0.0018
O -1.18 2.29 -1.17 0.0006
H -0.63 3.00 -0.84 0.0000
O -2.24 0.47 -0.59 0.0012
H -2.41 -0.16 0.14 0.0018